Computed, not measured: C23H15Cl5F6N3OS3Sr as an isolated structure, with ωB97M-V/def2-TZVPD.

For the highest occupied orbital energy, the calculation gives -4.82 eV. The calculation puts the frontier orbital gap at 6.8 eV. For the energy above the lowest of the compared OMol25 structures with the same formula, charge and spin, the calculation gives 0.0 kJ/mol. For the total energy, the calculation gives -142878.489 eV.

Structure (ORCA input):
```
! wB97M-V def2-TZVPD RIJCOSX def2/J DEFGRID3
* xyz -1 1
Sr 0.57112 -0.07171 -0.07736
C -1.47225 0.03467 3.22863
C -2.00182 1.08681 2.31931
N -1.55392 1.29380 1.11677
C -2.16801 2.36864 0.51812
C -3.11836 2.97867 1.27860
S -3.24874 2.17767 2.78574
C -1.73490 2.78758 -0.81601
C -2.17698 3.88680 -1.49009
S -1.33847 4.01931 -2.97548
C -0.46312 2.58561 -2.61557
N -0.77152 2.06058 -1.46800
C 0.56157 2.01793 -3.53663
H -0.83639 -0.64081 2.65715
H -2.27819 -0.54773 3.67458
H -0.88586 0.48773 4.02981
H -3.72017 3.83202 1.01964
H -2.90559 4.60972 -1.16767
H 0.82304 2.72326 -4.32403
H 0.17924 1.10364 -3.99143
H 1.45868 1.75117 -2.97677
S 2.40385 -1.07158 -2.24082
C 0.87435 -1.39155 -2.99448
C 0.80603 -2.07458 -4.22844
C -0.41282 -2.29099 -4.82531
C -1.57766 -1.83849 -4.20029
C -1.43484 -1.19040 -2.99124
N -0.25917 -0.96450 -2.40813
H 1.72430 -2.41539 -4.68462
H -0.46425 -2.81342 -5.77378
H -2.55712 -1.99567 -4.62935
H -2.30272 -0.82630 -2.44999
Cl 2.38527 -0.38728 2.70535
C 2.71217 1.34419 2.44253
C 2.10984 1.93407 1.35433
C 2.39003 3.27491 1.20974
Cl 1.65142 4.13312 -0.15833
C 3.20540 4.00987 2.06408
Cl 3.50727 5.69430 1.82030
C 3.78844 3.35245 3.14715
Cl 4.80971 4.21851 4.23942
C 3.54186 1.99465 3.34840
Cl 4.25624 1.17670 4.68845
C 1.13808 -4.04580 1.10026
C -0.20174 -3.29386 1.17542
O -0.05721 -1.97165 0.99137
C -0.82864 -3.56927 2.56489
F -0.12438 -2.94566 3.52600
F -2.09951 -3.12739 2.66377
F -0.85465 -4.87976 2.90119
C -1.14155 -3.85760 0.07871
F -0.53307 -3.83358 -1.11957
F -2.27502 -3.14653 -0.04351
F -1.51456 -5.14441 0.29496
H 1.76128 -3.71259 1.92946
H 1.62307 -3.75965 0.16894
H 1.03094 -5.13021 1.14385
*
```